--- 1 ---
{"formula": "C3H6N2O", "method": "wB97M-V/def2-TZVPD", "smiles": "C=C=NO.C=N", "species": ["C", "C", "N", "O", "H", "H", "H", "C", "N", "H", "H", "H"], "xyz": [[-0.20304, 1.64264, -0.59439], [0.51665, 0.92553, 0.22763], [1.17683, 0.46143, 1.16254], [2.13992, -0.48439, 0.81513], [-1.13841, 1.30487, -1.02273], [0.15945, 2.62882, -0.84580], [2.55409, -0.66029, 1.67100], [-0.70457, -1.33591, -0.19075], [-1.84350, -0.86315, 0.10802], [-0.27376, -1.36864, -1.19845], [-0.07020, -1.73860, 0.59784], [-2.31347, -0.51230, -0.73005]], "mulliken_charge": [-0.742, 0.741, -0.430, -0.334, 0.156, 0.269, 0.382, -0.486, -0.524, 0.345, 0.347, 0.276]}


--- 2 ---
{"formula": "C3H6N2O", "method": "wB97M-V/def2-TZVPD", "smiles": "N[C@@H]1C=NOC1", "species": ["N", "C", "C", "N", "O", "C", "H", "H", "H", "H", "H", "H"], "xyz": [[0.20689, 1.49297, -0.23089], [0.50458, 0.18540, 0.20678], [0.43239, -0.83700, -0.89659], [-0.70396, -1.45662, -0.98720], [-1.45874, -1.10858, 0.15685], [-0.60658, -0.36630, 1.10354], [-0.52911, 1.46963, -1.01479], [1.01936, 1.86936, -0.73573], [1.44574, 0.14222, 0.77728], [1.07459, -0.75786, -1.85675], [-1.19554, 0.44778, 1.62112], [-0.18963, -1.08101, 1.85638]], "mulliken_charge": [-0.700, 0.158, -0.201, -0.276, -0.236, -0.556, 0.303, 0.257, 0.382, 0.323, 0.310, 0.236]}


According to the calculations, the structures order from most to least stable as 2, 1.


--- 1 ---
{"formula": "C3H6N2O", "method": "wB97M-V/def2-TZVPD", "smiles": "N#C[C@H](O)CN", "species": ["N", "C", "C", "O", "C", "N", "H", "H", "H", "H", "H", "H"], "xyz": [[2.46097, 0.00478, -1.84343], [1.75479, 0.19217, -0.94534], [0.73554, 0.33001, 0.12411], [0.93826, -0.74942, 1.02111], [-0.73678, 0.34354, -0.50336], [-1.60384, -0.64070, 0.09612], [0.77747, 1.30473, 0.60011], [0.95284, -0.44578, 1.93530], [-0.65248, 0.17599, -1.58174], [-1.20403, 1.33522, -0.37815], [-1.95761, -0.31238, 0.99232], [-1.04814, -1.47254, 0.27993]], "mulliken_charge": [-0.389, 0.092, 0.416, -0.565, -0.717, -0.610, 0.228, 0.336, 0.353, 0.331, 0.242, 0.283]}


--- 2 ---
{"formula": "C3H6N2O", "method": "wB97M-V/def2-TZVPD", "species": ["N", "C", "C", "O", "C", "N", "H", "H", "H", "H", "H", "H"], "xyz": [[0.29678, 0.33557, 1.68493], [0.45351, -0.38044, 0.44292], [-0.92406, -0.71985, -0.15686], [-0.96230, 0.49424, -0.89940], [0.54884, 0.45678, -0.80969], [1.10536, 0.74293, -1.88672], [1.18049, 0.72706, 1.99188], [-0.35348, 1.10566, 1.54334], [1.17811, -1.18799, 0.53796], [-0.90528, -1.59640, -0.81703], [-1.71666, -0.78410, 0.58003], [0.09869, 0.80655, -2.21136]], "mulliken_charge": [-0.651, 0.131, -0.560, -0.486, 0.422, -0.694, 0.242, 0.261, 0.364, 0.270, 0.339, 0.361]}


According to the calculations, the structures order from most to least stable as 1, 2.


--- 1 ---
{"formula": "C3H6N2O", "method": "wB97M-V/def2-TZVPD", "smiles": "c1c[nH]cn1.O", "species": ["C", "C", "N", "C", "N", "H", "H", "H", "H", "O", "H", "H"], "xyz": [[0.16687, 0.09005, -0.61043], [0.49543, 1.34091, -0.14386], [-0.72292, 1.96218, 0.01392], [-1.67384, 1.16041, -0.46899], [-1.20182, -0.07084, -0.71214], [1.04367, -0.52700, -0.77371], [1.41299, 1.63852, 0.35442], [-0.80981, 2.89707, 0.37436], [-2.69058, 1.49447, -0.58605], [1.57041, -3.20137, 1.14264], [0.64792, -3.43804, 1.19314], [1.76168, -3.34636, 0.21669]], "mulliken_charge": [-0.053, -0.306, -0.056, -0.124, -0.620, 0.279, 0.330, 0.177, 0.379, -0.639, 0.318, 0.314]}


--- 2 ---
{"formula": "C3H6N2O", "method": "wB97M-V/def2-TZVPD", "smiles": "C=CN(C)N=O", "species": ["C", "C", "N", "C", "N", "O", "H", "H", "H", "H", "H", "H"], "xyz": [[-2.23971, -0.51312, 0.11274], [-1.31910, 0.38524, 0.02976], [0.12026, 0.26780, -0.22364], [0.92354, 1.53858, 0.07021], [0.60451, -0.98615, -0.17252], [1.79043, -1.07926, 0.14858], [-3.22056, -0.02739, 0.04076], [-2.12801, -1.73584, -0.00159], [-1.63843, 1.40574, -0.05918], [1.92634, 1.68341, -0.62659], [0.16633, 2.41256, -0.12211], [1.30915, 1.45987, 1.07703]], "mulliken_charge": [-0.492, -0.033, 0.386, -0.629, -0.159, -0.451, 0.252, 0.247, 0.110, 0.214, 0.266, 0.289]}


According to the calculations, the structures order from most to least stable as 1, 2.


--- 1 ---
{"formula": "C2H6N2OS", "method": "wB97M-V/def2-TZVPD", "smiles": "NNC(=S)CO", "species": ["N", "N", "C", "S", "C", "O", "H", "H", "H", "H", "H", "H"], "xyz": [[-1.11686, 1.23569, -0.74575], [0.12851, 1.29982, 0.03295], [0.70498, 0.27293, 0.68596], [1.97201, 0.44458, 1.81608], [-0.04578, -1.02872, 0.45230], [0.09421, -1.24638, -0.93667], [-0.84731, 0.69398, -1.82505], [-1.79107, 0.59072, 0.09652], [0.68546, 2.20668, 0.22495], [-1.13627, -0.67330, 0.24466], [0.33665, -1.83397, 1.08743], [1.01549, -1.96203, -1.13339]], "mulliken_charge": [-0.690, -0.076, 0.374, -0.348, -0.412, -0.531, 0.334, 0.410, 0.223, -0.002, 0.390, 0.327]}


--- 2 ---
{"formula": "C2H6N2OS", "method": "wB97M-V/def2-TZVPD", "species": ["C", "C", "H", "H", "H", "H", "H", "H", "N", "N", "O", "S"], "xyz": [[2.51211, -0.13694, 0.09485], [-1.28722, 0.97609, 0.09906], [2.85240, -1.13604, -0.30326], [2.60202, 0.69788, -0.75162], [2.92932, 0.01834, 1.12831], [-1.67510, 2.04033, -0.04183], [-3.11919, 0.38260, 0.04946], [-1.16984, -1.67897, -0.48493], [-0.01262, 0.83296, 0.16565], [-2.27055, -0.05680, -0.18950], [-2.04874, -1.31915, 0.27882], [0.68742, -0.62029, -0.04503]], "mulliken_charge": [-0.713, 0.091, 0.248, 0.240, 0.286, 0.268, 0.272, 0.403, -0.345, -0.253, -0.427, -0.071]}


According to the calculations, the structures order from most to least stable as 2, 1.


--- 1 ---
{"formula": "C2H6N2OS", "method": "wB97M-V/def2-TZVPD", "smiles": "[H]/N=C(\\CS)NO", "species": ["H", "N", "C", "C", "S", "N", "O", "H", "H", "H", "H", "H"], "xyz": [[-0.87644, 1.80518, -0.18624], [0.14694, 1.74583, -0.09191], [0.49879, 0.56670, 0.21256], [-0.39717, -0.61532, 0.34875], [-2.13834, -0.34190, -0.07371], [1.87328, 0.26283, 0.28371], [2.22811, -0.94219, -0.43150], [-0.02311, -1.51498, -0.17527], [-0.54123, -0.97891, 1.44851], [-1.91152, 0.36731, -1.17302], [2.29108, 0.98677, -0.23217], [2.69849, -1.42634, 0.23911]], "mulliken_charge": [0.227, -0.741, 0.539, -0.507, -0.223, -0.260, -0.438, 0.350, 0.262, 0.102, 0.343, 0.346]}


--- 2 ---
{"formula": "C2H6N2OS", "method": "wB97M-V/def2-TZVPD", "smiles": "NCC(=S)NO", "species": ["N", "C", "C", "S", "N", "O", "H", "H", "H", "H", "H", "H"], "xyz": [[0.89345, -1.02258, 0.44173], [-0.20050, -0.74556, -0.44625], [-1.04573, 0.43416, -0.06216], [-2.75393, 0.20156, 0.06909], [-0.25630, 1.47288, 0.22875], [1.03276, 1.53921, -0.19261], [0.64939, -1.06996, 1.51648], [1.39309, -1.79024, -0.03689], [-0.84984, -1.53571, -0.63199], [0.40004, -0.51343, -1.41682], [-0.58172, 2.42765, 0.53080], [1.31930, 0.60202, -0.00012]], "mulliken_charge": [-0.566, -0.833, 0.249, -0.319, -0.064, -0.445, 0.238, 0.230, 0.425, 0.332, 0.235, 0.517]}


--- 3 ---
{"formula": "C2H6N2OS", "method": "wB97M-V/def2-TZVPD", "smiles": "CN(S)C(N)=O", "species": ["C", "N", "S", "C", "N", "O", "H", "H", "H", "H", "H", "H"], "xyz": [[0.63851, 1.25565, 0.03932], [0.54379, -0.19396, -0.23403], [2.07983, -0.97656, -0.18664], [-0.61289, -0.96560, -0.09778], [-1.78170, -0.22495, -0.07325], [-0.56825, -2.18022, -0.00834], [1.64076, 1.58014, 0.34791], [0.32838, 1.79589, -0.87392], [-0.07163, 1.48000, 0.80610], [2.10272, -1.39529, 1.05516], [-2.60802, -0.76490, -0.11841], [-1.69152, 0.58980, -0.65613]], "mulliken_charge": [-0.910, -0.096, -0.164, 0.574, -0.425, -0.595, 0.310, 0.300, 0.415, 0.126, 0.253, 0.213]}


According to the calculations, the structures order from most to least stable as 3, 1, 2.


--- 1 ---
{"formula": "C4H13NO2S", "method": "wB97M-V/def2-TZVPD", "smiles": "N[C@@H](CO)CCS.O", "species": ["N", "C", "C", "O", "C", "C", "S", "H", "H", "H", "H", "H", "H", "H", "H", "H", "H", "H", "O", "H", "H"], "xyz": [[0.72781, -1.15264, -0.45120], [0.81340, 0.32286, -0.38624], [2.03178, 0.83240, -1.12807], [3.22040, 0.13914, -0.76807], [-0.43330, 0.98695, -0.91227], [-1.77382, 0.60521, -0.25715], [-1.77850, 0.73477, 1.55650], [0.89197, -1.40362, -1.42700], [1.60006, -1.45599, -0.02026], [0.91198, 0.57339, 0.67355], [2.13227, 1.91732, -0.99687], [1.88628, 0.66957, -2.20092], [3.68550, 0.66422, -0.10636], [-0.35042, 2.07092, -0.79959], [-0.50318, 0.79973, -1.98684], [-2.10680, -0.39487, -0.54010], [-2.50760, 1.31628, -0.60361], [-1.32483, -0.50554, 1.79377], [-1.17772, -2.66486, 0.81289], [-1.99085, -2.65394, 0.30467], [-0.52710, -2.12825, 0.28660]], "mulliken_charge": [-0.635, 0.350, -0.954, -0.520, -0.840, -0.705, -0.239, 0.275, 0.283, 0.294, 0.397, 0.350, 0.333, 0.351, 0.370, 0.201, 0.436, 0.170, -0.692, 0.314, 0.459]}


--- 2 ---
{"formula": "C4H13NO2S", "method": "wB97M-V/def2-TZVPD", "smiles": "CN[C@H](CO)CS.O", "species": ["C", "N", "C", "C", "O", "C", "S", "H", "H", "H", "H", "H", "H", "H", "H", "H", "H", "H", "O", "H", "H"], "xyz": [[1.55528, -0.39358, -1.34432], [0.42541, 0.46182, -1.04174], [-0.07963, 0.37218, 0.33862], [1.07800, 1.01099, 1.25469], [0.50836, 1.78633, 2.20295], [-0.40210, -1.11337, 0.71592], [-1.63933, -1.15158, 1.99960], [1.94058, -0.09632, -2.34756], [2.41753, -0.23339, -0.61417], [1.33492, -1.49689, -1.45421], [-0.31480, 0.47801, -1.77351], [-0.96205, 1.03454, 0.51136], [1.75866, 0.32158, 1.88402], [1.86646, 1.49635, 0.62080], [0.27403, 2.64240, 1.82338], [0.38075, -1.80790, 1.02274], [-0.81090, -1.80186, -0.07885], [-0.82950, -1.86416, 2.79796], [-0.07261, 0.38133, -4.94315], [0.63457, 0.00615, -5.64631], [-0.83414, -0.08463, -5.31483]], "mulliken_charge": [-0.872, -0.358, 0.114, -0.687, -0.489, -0.975, -0.233, 0.308, 0.270, 0.274, 0.244, 0.468, 0.272, 0.374, 0.313, 0.459, 0.383, 0.130, -0.635, 0.331, 0.311]}


--- 3 ---
{"formula": "C4H13NO2S", "method": "wB97M-V/def2-TZVPD", "smiles": "CN[C@H](CO)CS.O", "species": ["C", "N", "C", "C", "O", "C", "S", "H", "H", "H", "H", "H", "H", "H", "H", "H", "H", "H", "O", "H", "H"], "xyz": [[1.94245, -0.63425, -1.59774], [0.51884, -0.34340, -1.43841], [-0.00126, -0.22273, -0.08120], [0.37297, 1.18238, 0.49586], [-0.76183, 2.04461, 0.40584], [0.53237, -1.27681, 0.90660], [-0.71465, -1.74445, 2.14748], [2.08753, -1.11451, -2.55675], [2.52895, 0.28584, -1.58374], [2.37896, -1.25346, -0.80652], [-0.01840, -1.02046, -1.96229], [-1.08251, -0.17310, -0.19037], [0.63156, 1.12583, 1.54924], [1.17064, 1.54396, -0.14818], [-0.55031, 2.91055, 0.04543], [1.46116, -0.94563, 1.33696], [0.71391, -2.20190, 0.38841], [-1.53034, -0.69508, 1.98632], [-1.05110, 2.16393, -2.51351], [-1.51434, 1.91616, -1.71008], [-0.37619, 1.48077, -2.61726]], "mulliken_charge": [-0.987, -0.313, -0.261, -0.398, -0.593, -0.995, -0.240, 0.370, 0.274, 0.314, 0.276, 0.560, 0.248, 0.320, 0.359, 0.466, 0.460, 0.132, -0.676, 0.321, 0.364]}


According to the calculations, the structures order from most to least stable as 1, 3, 2.